Entry from the OMol25 dataset: a 13-piece molecular cluster, C40H80O31S6 overall in a non-equilibrium geometry (ωB97M-V/def2-TZVPD).

Structure (XYZ):
```
157
Properties=species:S:1:pos:R:3:lowdin_charge:R:1
C -5.53356 3.52160 -0.07238 -0.15
C -4.26226 3.89922 0.59074 -0.20
C -3.58761 2.62105 1.03289 -0.14
O -3.91230 1.61001 -0.00479 -0.17
C -5.13379 2.06809 -0.57893 -0.19
H -5.85560 4.22016 -0.84465 0.11
H -6.30040 3.43621 0.69753 0.11
H -4.37114 4.62511 1.39654 0.13
H -3.74438 4.34693 -0.25747 0.11
H -3.98666 2.31836 2.00100 0.12
H -2.50290 2.72511 1.00681 0.10
H -5.96950 1.41697 -0.32253 0.10
H -4.96687 1.97645 -1.65217 0.10
C 2.81180 4.38981 -2.11270 -0.15
C 4.01932 3.98265 -1.26112 -0.17
C 5.13626 4.11717 -2.20837 -0.25
O 4.67863 4.35788 -3.50942 -0.14
C 3.22708 4.03911 -3.56309 -0.15
H 2.73436 5.47439 -2.18883 0.12
H 1.83073 3.96964 -1.89120 0.09
H 3.84679 2.94572 -0.97286 0.08
H 4.12034 4.45487 -0.28393 0.12
H 5.80861 3.25925 -2.20706 0.10
H 5.70332 5.03872 -2.07684 0.13
H 3.18542 2.98416 -3.83407 0.08
H 2.61996 4.57206 -4.29485 0.11
C 0.06180 3.32886 2.88697 -0.16
C 0.99662 3.67198 1.76026 -0.16
C 0.06850 4.28041 0.72231 -0.21
O -0.94047 4.87070 1.50562 -0.12
C -0.91279 4.45324 2.81676 -0.23
H 0.61171 3.31127 3.82792 0.10
H -0.36387 2.34621 2.68376 0.11
H 1.61349 2.84097 1.41822 0.10
H 1.60375 4.55101 1.97660 0.12
H -0.31693 3.47927 0.09165 0.08
H 0.36915 5.05584 0.01774 0.12
H -1.91881 4.11644 3.06689 0.12
H -0.57998 5.25125 3.48048 0.13
C -2.35630 -1.47070 4.98872 -0.15
C -1.63452 -0.71217 3.85225 -0.17
C -2.71118 -0.52621 2.84429 -0.28
O -3.76910 -0.05917 3.61968 -0.13
C -3.72773 -0.79143 4.94199 -0.12
H -1.79268 -1.49119 5.92146 0.10
H -2.54719 -2.49192 4.65891 0.08
H -0.86850 -1.30257 3.34953 0.10
H -1.37834 0.29845 4.17025 0.12
H -2.98915 -1.47743 2.39041 0.12
H -2.49128 0.20570 2.06707 0.10
H -4.52986 -1.51540 5.08533 0.11
H -3.74631 -0.02328 5.71509 0.11
C -0.52133 -4.47908 -2.02115 -0.17
C 0.85311 -4.00757 -2.29230 -0.20
C 1.73655 -4.76694 -1.31790 -0.16
O 1.01721 -6.01941 -1.10366 -0.14
C -0.28786 -5.92677 -1.61029 -0.20
H -1.22787 -4.34638 -2.84047 0.12
H -0.98818 -3.99839 -1.16145 0.10
H 0.92766 -2.92915 -2.15253 0.10
H 1.01522 -4.20485 -3.35198 0.12
H 1.91388 -4.36768 -0.31928 0.11
H 2.60893 -4.93437 -1.94957 0.11
H -0.90684 -6.24692 -0.77217 0.10
H -0.29258 -6.66020 -2.41661 0.12
C 5.36148 -0.96846 3.00273 -0.18
C 4.46938 -0.35252 2.00976 -0.17
C 4.87459 1.13240 1.89734 -0.18
O 5.51368 1.38116 3.12474 -0.13
C 6.27201 0.21222 3.42829 -0.17
H 5.92953 -1.76050 2.51477 0.11
H 4.91222 -1.50200 3.84034 0.10
H 3.45475 -0.51425 2.37371 0.08
H 4.53815 -0.87061 1.05323 0.10
H 3.97487 1.73948 1.79701 0.11
H 5.48275 1.37077 1.02475 0.12
H 6.38474 0.15192 4.51077 0.12
H 7.25188 0.22772 2.95109 0.12
C -3.92338 -2.86746 -1.53594 -0.18
C -4.74195 -1.62266 -1.41750 -0.19
C -4.71734 -1.43916 0.04625 -0.23
O -4.72353 -2.76517 0.59084 -0.14
C -4.51161 -3.76968 -0.42922 -0.14
H -2.87456 -2.57225 -1.50539 0.09
H -4.09591 -3.33206 -2.50675 0.11
H -5.76480 -1.91652 -1.65313 0.12
H -4.50553 -0.75739 -2.03679 0.12
H -5.58126 -0.83226 0.31725 0.12
H -3.79444 -0.95278 0.36213 0.09
H -5.39781 -4.33308 -0.72131 0.12
H -3.76143 -4.37545 0.07910 0.11
C 2.70311 0.05361 5.33879 -0.15
C 2.42180 1.51442 5.04455 -0.21
O 1.15317 1.74943 5.56190 -0.21
S 0.92118 0.93336 6.96850 0.75
O -0.44535 0.47762 7.07921 -0.24
O 1.48670 1.58558 8.16858 -0.26
O 2.03125 -0.28802 6.57882 -0.19
H 3.74005 -0.25588 5.20817 0.12
H 2.03519 -0.41935 4.61886 0.11
H 2.49320 1.96835 4.05615 0.13
H 3.13430 2.09301 5.63248 0.13
C 0.39811 0.59174 -1.29022 -0.21
C -0.98566 0.12750 -0.83328 -0.13
O -0.81888 -0.16722 0.55998 -0.21
S 0.70452 -0.62832 0.97511 0.71
O 0.79869 -2.07578 0.94130 -0.24
O 1.11135 0.01504 2.20770 -0.25
O 1.33219 0.12047 -0.37889 -0.20
H 0.37587 1.68008 -1.34603 0.10
H 0.73603 0.19313 -2.24679 0.11
H -1.17670 -0.76378 -1.43097 0.11
H -1.76263 0.88312 -0.94922 0.11
C 4.51640 -2.27562 -2.15931 -0.13
C 3.90997 -1.98377 -3.52675 -0.24
O 4.16404 -0.68613 -3.84085 -0.18
S 4.32559 0.24133 -2.48334 0.78
O 3.14490 1.09608 -2.37638 -0.24
O 5.68086 0.83118 -2.36214 -0.24
O 4.15219 -1.07444 -1.43922 -0.21
H 5.57467 -2.52139 -2.24750 0.14
H 3.90278 -3.05643 -1.70995 0.11
H 2.85663 -2.25743 -3.46622 0.11
H 4.36228 -2.48766 -4.38092 0.15
C 0.87296 0.46163 -6.07813 -0.21
C -0.45884 0.52953 -6.91847 -0.14
O -1.31988 -0.50766 -6.38569 -0.19
S -0.52079 -1.30313 -5.10734 0.75
O 0.21301 -2.45490 -5.62216 -0.24
O -1.39032 -1.50621 -3.92446 -0.25
O 0.53661 -0.08463 -4.85995 -0.22
H 1.45144 1.36818 -5.90027 0.14
H 1.54435 -0.22926 -6.58802 0.12
H -0.20745 0.42008 -7.97342 0.13
H -0.77327 1.56979 -6.83414 0.12
C -3.47834 2.13909 -4.76847 -0.20
C -3.47282 3.63146 -4.72812 -0.19
O -2.12071 3.99789 -4.54068 -0.20
S -1.34537 2.99011 -3.46958 0.81
O -1.59370 3.34119 -2.06026 -0.24
O 0.05956 2.75147 -3.96279 -0.25
O -2.38310 1.73745 -3.97020 -0.21
H -3.51273 1.65946 -5.74667 0.13
H -4.45599 1.92919 -4.33461 0.13
H -3.94624 3.95329 -3.80055 0.13
H -3.95459 3.92825 -5.65974 0.15
C -1.25288 -4.97859 3.44882 -0.18
C -0.01362 -5.04348 2.47415 -0.15
O -0.00636 -6.40646 2.09719 -0.21
S -1.44336 -7.18170 2.37406 0.73
O -1.17745 -8.16616 3.46098 -0.27
O -1.99199 -7.76819 1.14081 -0.25
O -2.15494 -5.84104 2.86101 -0.19
H -1.79549 -4.03433 3.49418 0.11
H -0.88030 -5.29125 4.42428 0.13
H 0.89909 -4.90834 3.05449 0.13
H -0.12438 -4.31108 1.67453 0.10
```

## Properties
- E (a.u.) = -6293.21008
- charge = 0
- 2S+1 = 1
- LUMO energy (eV) = -0.20
- HOMO energy (eV) = -9.20
- maximum force (eV Å⁻¹) = 5.0